{"formula": "C2H9N3O", "method": "ωB97M-V/def2-TZVPD", "homo_energy_ev": -8.5, "e_lumo_ev": 0.894, "e_above_lowest_ev": 2.118, "homo_lumo_gap_ev": 9.36, "species": ["C", "N", "N", "C", "N", "O", "H", "H", "H", "H", "H", "H", "H", "H", "H"], "coordinates": [[0.426108, -1.377285, -0.722583], [-0.513034, -0.175173, -0.585240], [-1.660741, -0.597006, 0.223850], [0.167764, 0.989287, -0.025227], [0.014984, 1.065979, 1.403330], [1.560675, 0.930652, -0.296365], [1.003461, -1.647513, 0.166150], [-0.193367, -2.252384, -0.947403], [1.080565, -1.206571, -1.581743], [-2.504265, -0.596042, -0.349579], [-1.826504, 0.094891, 0.967666], [-0.229493, 1.902860, -0.478881], [0.769700, 1.664802, 1.727856], [0.240327, 0.138093, 1.751879], [1.663822, 1.065409, -1.253710]], "forces_ev_per_angstrom": [[-1.1, 0.5, -0.2], [0.4, -1.8, 0.1], [0.0, 0.6, 0.1], [0.1, 0.1, 0.2], [0.4, -0.1, 0.1], [-0.2, 0.2, -0.8], [0.0, 0.4, 0.1], [-0.1, 0.4, 0.0], [0.0, -0.1, 0.3], [0.4, 0.1, -0.2], [0.3, -0.4, -0.4], [-0.2, 0.0, 0.0], [-0.2, 0.1, 0.2], [0.0, 0.0, 0.3], [0.1, -0.1, 0.4]], "lowdin_charge": [-0.08, -0.20, 0.01, -0.51, 0.06, -0.04, 0.07, 0.07, 0.07, 0.07, 0.06, 0.14, 0.09, 0.08, 0.10]}

---

{"formula": "C29H32N3O5ReSTe", "method": "ωB97M-V/def2-TZVPD", "total_charge": 3, "homo_energy_ev": [-16.1, -16.1], "e_lumo_ev": [-9.945, -11.143], "e_above_lowest_ev": 0.000, "s_squared": 3.78, "homo_lumo_gap_ev": [6.11, 4.91], "spin_multiplicity": 4, "species": ["Re", "O", "C", "C", "C", "C", "C", "C", "C", "O", "N", "O", "O", "H", "H", "H", "H", "C", "Te", "C", "C", "C", "C", "C", "C", "C", "H", "H", "H", "H", "H", "H", "H", "H", "C", "C", "C", "C", "C", "C", "C", "O", "C", "C", "C", "H", "H", "H", "H", "H", "H", "H", "H", "H", "H", "H", "H", "S", "C", "N", "C", "C", "C", "N", "H", "H", "H", "H", "H", "H", "H", "H"], "coordinates": [[0.071939, 0.175830, 0.799114], [0.222688, 0.677163, 2.790245], [0.148512, -0.076771, 3.814879], [-0.031761, -1.468198, 3.798677], [-0.203096, -2.118734, 5.045402], [-0.410433, -3.463673, 5.060048], [-0.444161, -4.216006, 3.884367], [-0.254052, -3.603940, 2.659283], [-0.041020, -2.231928, 2.597763], [0.170829, -1.674000, 1.398351], [-0.599702, -4.148116, 6.362756], [-0.927473, -5.308935, 6.315568], [-0.487458, -3.457942, 7.349380], [0.234429, 0.424354, 4.780584], [-0.176661, -1.570370, 5.979652], [-0.615075, -5.282912, 3.957656], [-0.258234, -4.182136, 1.745606], [0.711620, 0.154724, -3.128096], [-0.127284, -1.100466, -1.608721], [1.790489, -2.054764, -1.763495], [2.179430, -1.860430, -3.200730], [3.026042, -2.740674, -3.859979], [3.352808, -2.509519, -5.184764], [2.814660, -1.418243, -5.863156], [1.948326, -0.548576, -5.221828], [1.637843, -0.755165, -3.886385], [1.251440, 0.949309, -2.607090], [-0.062211, 0.595302, -3.753306], [1.738874, -3.100117, -1.467736], [2.465551, -1.534597, -1.080350], [3.428491, -3.599959, -3.337943], [4.017136, -3.176950, -5.715585], [3.074426, -1.269831, -6.902017], [1.519149, 0.286172, -5.762290], [-5.140162, -2.029723, -2.251638], [-4.289281, -0.910408, -1.744539], [-3.747599, -0.944973, -0.455202], [-2.978612, 0.088954, 0.037327], [-2.656616, 0.076344, 1.519611], [-2.715919, 1.202072, -0.806792], [-1.767016, 2.217281, -0.453134], [-0.692169, 2.014691, 0.177744], [-3.314490, 1.292806, -2.091631], [-3.165300, 2.495704, -2.986328], [-4.067743, 0.218444, -2.534373], [-5.063070, -2.915186, -1.624528], [-4.868268, -2.293740, -3.273558], [-6.187624, -1.719499, -2.268285], [-3.985859, -1.781271, 0.192935], [-2.292234, -0.899957, 1.854078], [-3.584346, 0.247553, 2.071309], [-1.984780, 0.870928, 1.854620], [-1.924460, 3.247649, -0.773060], [-2.200147, 2.992477, -2.912299], [-3.937525, 3.230970, -2.746500], [-3.309032, 2.211922, -4.026611], [-4.510872, 0.263704, -3.522206], [2.187488, 0.896340, 0.206074], [2.563005, 2.485037, 0.904105], [2.054300, 2.929179, 2.031753], [2.481413, 4.200058, 2.656088], [3.898508, 4.521717, 2.215924], [3.981597, 4.479284, 0.701712], [3.444846, 3.189002, 0.225672], [1.394943, 2.341025, 2.516638], [2.423366, 4.063143, 3.733629], [1.782866, 4.987839, 2.371631], [4.595960, 3.804505, 2.651734], [4.178953, 5.511897, 2.569416], [5.005932, 4.562174, 0.346963], [3.396786, 5.282216, 0.250705], [3.827107, 2.779917, -0.614822]], "forces_ev_per_angstrom": [[-0.2, -0.1, -0.2], [0.0, 0.2, 0.3], [0.1, -0.1, 0.0], [0.0, 0.1, 0.0], [0.0, 0.0, 0.0], [0.2, -0.1, 0.0], [0.0, 0.0, 0.1], [0.0, 0.1, -0.1], [0.1, -0.1, 0.1], [0.0, 0.3, -0.1], [-0.6, 0.1, 0.1], [0.2, 0.0, 0.0], [0.2, -0.1, -0.1], [0.0, 0.0, 0.0], [0.0, 0.0, 0.0], [0.0, 0.0, 0.0], [0.0, 0.0, 0.0], [0.1, 0.5, 0.0], [0.1, -0.2, -0.5], [0.4, -0.1, 0.3], [-0.4, 0.5, -0.5], [0.0, 0.0, 0.2], [-0.1, 0.3, -0.3], [0.2, -0.3, 0.1], [0.0, 0.1, 0.0], [0.2, -0.8, 0.3], [-0.1, 0.0, 0.0], [-0.1, -0.1, 0.1], [-0.2, 0.0, 0.0], [0.0, -0.1, 0.0], [0.0, 0.0, 0.0], [0.0, -0.1, 0.1], [-0.1, 0.1, 0.0], [0.0, 0.0, 0.0], [0.0, 0.0, 0.0], [-0.1, 0.0, -0.1], [0.0, 0.1, 0.2], [-0.1, -0.1, -0.1], [0.0, -0.1, -0.2], [0.3, 0.2, 0.1], [-0.3, -0.2, -0.2], [0.2, -0.2, 0.3], [-0.1, 0.1, 0.0], [0.0, 0.0, 0.0], [0.0, 0.0, 0.0], [0.0, 0.0, 0.0], [0.0, 0.0, 0.0], [0.0, 0.0, 0.0], [0.0, 0.0, 0.0], [-0.1, 0.0, 0.0], [0.0, 0.0, 0.1], [-0.2, 0.1, 0.1], [0.1, 0.0, -0.1], [0.0, 0.0, 0.0], [0.0, 0.0, 0.0], [0.0, 0.0, 0.0], [0.0, 0.0, 0.0], [0.2, -0.1, 0.1], [0.0, 0.2, 0.0], [0.0, -0.1, -0.1], [0.0, 0.0, 0.0], [0.0, 0.0, 0.0], [0.0, 0.1, 0.0], [0.0, -0.2, 0.0], [0.0, 0.0, 0.1], [0.0, 0.0, 0.0], [0.0, 0.0, 0.0], [0.0, 0.0, 0.0], [0.0, 0.0, 0.0], [0.0, 0.0, 0.0], [0.0, 0.0, 0.0], [0.0, 0.1, 0.0]], "mulliken_spin": [2.59, 0.03, 0.02, -0.01, 0.01, 0.01, 0.00, 0.01, 0.05, 0.10, 0.00, 0.00, 0.00, 0.00, 0.00, 0.00, 0.00, 0.01, -0.08, 0.03, 0.00, 0.00, 0.00, 0.00, 0.00, 0.00, 0.00, 0.00, 0.00, 0.00, 0.00, 0.00, 0.00, 0.00, 0.00, 0.01, 0.02, 0.04, 0.08, -0.06, 0.02, 0.00, 0.01, 0.00, 0.01, 0.00, 0.00, 0.00, 0.00, -0.01, 0.00, 0.00, 0.00, 0.00, 0.00, 0.00, 0.00, 0.03, 0.04, 0.00, 0.00, 0.00, 0.00, 0.01, 0.00, 0.00, 0.00, 0.00, 0.00, 0.00, 0.00, 0.00]}

---

{"formula": "C14H21N3O", "method": "ωB97M-V/def2-TZVPD", "homo_energy_ev": -7.9, "e_lumo_ev": 0.732, "e_above_lowest_ev": 5.829, "homo_lumo_gap_ev": 8.67, "species": ["C", "C", "C", "N", "C", "C", "C", "C", "C", "O", "N", "N", "C", "C", "C", "C", "C", "C", "H", "H", "H", "H", "H", "H", "H", "H", "H", "H", "H", "H", "H", "H", "H", "H", "H", "H", "H", "H", "H"], "coordinates": [[1.412159, -1.805023, 2.842755], [1.144463, -2.282722, 1.612470], [-0.153852, -2.278130, 0.934544], [-0.026852, -1.739832, -0.452723], [0.982300, -2.453232, -1.357556], [0.226609, -3.487124, -2.200882], [0.395337, -4.863304, -2.107935], [-1.179189, -1.044234, -1.150042], [-1.356708, 0.355932, -0.644602], [-2.473026, 0.843535, -0.740581], [-0.331138, 1.111791, -0.074312], [-0.258523, 2.456530, 0.226185], [0.023647, 3.391694, -0.672404], [-0.137405, 3.321438, -2.142286], [0.235337, 4.551775, -0.067869], [0.010232, 4.262619, 1.377649], [-0.176102, 2.919429, 1.550969], [-0.550954, 2.181670, 2.759674], [0.691171, -1.174944, 3.402976], [2.410527, -1.933174, 3.156229], [1.843119, -3.007722, 1.212854], [-0.594057, -3.306973, 0.940502], [-0.698574, -1.567173, 1.518119], [1.406358, -1.774348, -2.068983], [1.756040, -2.902171, -0.813784], [-0.492687, -3.191409, -2.914626], [-0.218919, -5.541425, -2.724048], [1.084149, -5.338248, -1.402332], [-2.045646, -1.656682, -0.919523], [-0.995623, -0.978032, -2.209757], [0.555580, 0.652251, 0.037330], [0.066142, 4.165693, -2.784933], [0.381529, 2.446028, -2.627316], [-1.229438, 3.093117, -2.235457], [0.256742, 5.620796, -0.479509], [0.110228, 4.937981, 2.190819], [-1.558637, 1.680296, 2.429128], [-0.647130, 2.936356, 3.597409], [0.132794, 1.396972, 3.001848]], "forces_ev_per_angstrom": [[-1.4, 0.6, -1.8], [0.7, -1.1, 1.7], [-0.5, 0.2, -1.8], [1.7, 0.4, -1.1], [-3.9, 0.1, -0.7], [1.7, -3.9, 1.4], [-0.6, 2.5, -0.1], [2.6, -1.7, 2.4], [-2.0, 2.6, 0.8], [0.4, -0.1, -0.2], [1.1, -2.0, -0.4], [-1.0, -2.9, 1.4], [0.8, 2.0, -2.9], [-1.4, -3.1, -0.9], [-0.7, 3.0, 3.4], [1.2, 0.0, -1.2], [-0.2, 2.2, -1.9], [-2.4, -0.2, -0.5], [0.6, -0.5, -0.3], [0.8, -0.1, 1.0], [0.5, 0.4, -0.2], [0.0, 0.7, 0.1], [-1.3, 0.3, 0.1], [0.4, 0.9, -0.1], [0.9, -0.6, 0.9], [-0.7, 0.8, -0.6], [0.4, 0.5, 0.3], [-0.1, 0.3, -0.2], [-0.6, 0.5, -0.4], [0.1, -0.2, -0.4], [0.2, -0.4, -0.1], [0.3, 0.6, 0.7], [-0.4, 0.7, 0.5], [0.6, 0.1, -0.5], [0.2, -2.1, 0.4], [0.0, 0.6, 0.4], [1.5, 0.8, 1.4], [-0.1, -1.2, -0.9], [0.5, -0.5, 0.4]], "lowdin_charge": [0.03, -0.19, -0.20, -0.16, -0.15, -0.14, 0.01, -0.07, -0.43, 0.06, 0.14, -0.03, -0.36, -0.03, -0.04, -0.03, -0.29, -0.04, 0.07, 0.04, 0.09, 0.14, 0.10, 0.10, 0.07, 0.07, 0.05, 0.05, 0.13, 0.12, 0.15, 0.07, 0.09, 0.09, 0.13, 0.08, 0.12, 0.10, 0.04]}